No. 1
Here is the molecule C21H31NO4 at a distorted geometry from the Open Molecules 2025 dataset. Energies are from ωB97M-V/def2-TZVPD.

CARTESIAN COORDINATES (ANGSTROEM)
C 1.959983 -2.423503 -2.497705
C 0.433783 -1.852945 -2.662622
O 0.225244 -1.129121 -1.722234
C 0.705825 0.143757 -1.478031
O 1.372709 0.747675 -2.315769
C 0.207331 0.666853 -0.225262
C 1.279582 0.216945 0.875364
C 2.571527 0.460211 0.817473
C 3.621907 -0.268232 1.632045
C 3.727517 -1.796968 1.378071
C 2.920317 -2.453958 1.995956
C 3.075093 -3.973235 1.776308
C 3.803214 -4.392313 0.477199
C 4.574190 -3.376734 -0.273254
C 4.472675 -2.258142 0.138552
C 0.348936 2.183228 -0.327048
C -0.774547 2.679396 -1.046149
N -2.051133 2.261968 -0.758082
C -2.923167 3.456855 -0.560036
O -2.721874 4.538813 -0.306752
C -4.356037 2.856026 -0.024305
C -4.188494 2.274598 1.554490
O -4.598383 1.020300 1.383554
C -5.960453 0.691402 1.357007
C -2.304084 1.030132 -0.677209
C -1.307722 0.286316 0.339656
H 2.148983 -2.956942 -3.373005
H 2.089491 -3.014287 -1.430894
H 2.711176 -1.682189 -2.647466
H 0.270728 -1.288698 -3.504941
H -0.217539 -2.712861 -2.729543
H 0.706670 0.578674 1.855335
H 1.134782 -0.755832 0.946648
H 2.750182 1.545248 0.708329
H 3.034710 0.458490 -0.146617
H 4.566726 0.140397 1.500242
H 3.229887 -0.157793 2.610161
H 2.385276 -2.407072 2.829719
H 2.211935 -4.774367 2.059151
H 3.679308 -5.228995 0.134836
H 5.072285 -3.633799 -1.069118
H 4.936957 -1.279269 -0.427280
H 1.303030 2.594868 -0.721076
H 0.325440 2.783618 0.632024
H -0.716571 3.863181 -1.301101
H -0.617889 2.470291 -2.159012
H -4.862100 3.822609 0.287791
H -4.906384 1.998984 -0.744170
H -4.859124 2.713531 2.346730
H -3.321145 2.204096 2.001504
H -6.333953 -0.484645 1.346230
H -6.409565 1.055109 0.515749
H -6.577048 1.011168 2.093387
H -3.143499 0.858550 -0.454573
H -2.147723 0.507947 -1.667777
H -1.194436 -0.662199 0.347400
H -1.364524 0.842864 1.310125

Forces on atoms 1 to 3 (eV/Å):
-2.0 -0.5 1.8
5.6 -7.2 -6.6
-3.3 7.8 12.0

HOMO level = -8.615 eV
Lowest unoccupied orbital energy = 0.8 eV
Energy relative to the best compared isomer or geometry (same formula, charge and spin) = 415.9 kcal per mole
Orbital gap = 9.38 eV

No. 2
Here is a structure of composition C20H23BrGe2NNiO4S2 from the Open Molecules 2025 dataset. Energies are from ωB97M-V/def2-TZVPD.

CARTESIAN COORDINATES (ANGSTROEM)
Ni -1.570046 1.547248 -0.189800
O -4.624991 -3.706872 -0.416814
C -3.955792 -2.554203 -0.257150
C -3.638068 -2.022432 0.990726
C -2.925664 -0.843225 1.046006
N -2.532192 -0.206269 -0.055725
C -2.891523 -0.695687 -1.234887
Br -2.400796 0.439103 -2.666176
C -3.583805 -1.865766 -1.410382
H -4.861962 -4.085421 0.438537
H -3.941533 -2.518018 1.903715
H -2.647046 -0.380480 1.984062
H -3.843370 -2.239134 -2.389349
O -2.164181 3.654405 -0.890168
S -2.492150 3.686628 0.540166
O -3.413399 2.583267 0.836242
O -2.778879 4.955427 1.127448
S -0.664143 2.849270 1.322117
C 2.383257 1.878089 3.008198
Ge 1.484750 0.274246 2.326215
C -0.003331 -0.207622 3.514367
C 2.785173 -1.210229 2.272821
Ge 0.651360 0.577027 0.032251
C 0.363768 -1.181149 -0.800684
C 0.593193 -1.387669 -2.158045
C 0.405900 -2.643396 -2.722758
C -0.007016 -3.708725 -1.935481
C -0.220487 -3.519941 -0.574806
C -0.030934 -2.265870 -0.016377
C 1.755827 1.671577 -1.153259
C 3.117747 1.792983 -0.882412
C 3.943547 2.540030 -1.709976
C 3.411293 3.181752 -2.819287
C 2.055372 3.075509 -3.093403
C 1.232978 2.325072 -2.265643
H 2.636175 1.706499 4.056153
H 1.744793 2.756181 2.936762
H 3.306810 2.071362 2.463388
H 0.351319 -0.175444 4.545872
H -0.372434 -1.214544 3.312604
H -0.816252 0.510722 3.409111
H 3.135549 -1.426845 3.283242
H 3.647928 -0.946632 1.660189
H 2.340043 -2.114514 1.858368
H 0.919370 -0.562296 -2.780842
H 0.587335 -2.789020 -3.780298
H -0.150780 -4.686552 -2.376896
H -0.525931 -4.351148 0.049073
H -0.194629 -2.131621 1.049041
H 3.546677 1.300754 -0.015835
H 4.998971 2.625513 -1.484857
H 4.049991 3.771416 -3.463991
H 1.631987 3.589637 -3.946835
H 0.170224 2.277007 -2.474539

Forces on atoms 1 to 3 (eV/Å):
-0.1 -0.5 -0.2
0.0 -0.1 0.0
0.1 0.1 0.0

HOMO level (spin up / spin down) = -8.432 / -8.373 eV
Lowest unoccupied orbital energy (spin up / spin down) = -0.9 / -0.5 eV
Spin multiplicity = 2
Energy relative to the best compared isomer or geometry (same formula, charge and spin) = 19.2 kcal per mole
Orbital gap (spin up / spin down) = 7.49 / 7.88 eV

No. 3
Here is a structure of composition C17H22N4O2S2W from the Open Molecules 2025 dataset. Energies are from ωB97M-V/def2-TZVPD.

CARTESIAN COORDINATES (ANGSTROEM)
W -0.302413 0.016537 -0.354718
O 1.635996 -0.032385 -1.279044
C 2.447559 -0.890746 -0.375113
C 1.817676 -2.231626 -0.468050
C 2.476949 -3.436266 -0.512330
C 1.725833 -4.592881 -0.712482
C 0.356655 -4.467773 -0.911140
C -0.230144 -3.220493 -0.839502
N 0.471491 -2.096076 -0.578348
H 1.777242 -0.290957 -2.209913
H 2.295264 -0.453865 0.606362
H 3.511152 -0.824988 -0.602723
H 3.554868 -3.474971 -0.418390
H 2.206942 -5.562497 -0.758016
H -0.252834 -5.330154 -1.145778
H -1.278727 -3.104513 -1.055408
C 2.973303 1.428960 1.559383
C 1.917692 2.191804 0.810539
N 0.703018 1.810030 0.305812
C 0.003873 2.974603 -0.084180
C 0.691467 4.135568 -0.002391
S 2.206769 3.844097 0.703941
C -1.390653 2.812307 -0.418082
C -2.335302 3.762027 -0.616030
S -3.862172 3.015258 -0.736046
C -3.196408 1.482612 -0.526663
N -1.848009 1.499496 -0.384812
C -4.131093 0.321499 -0.530988
H 2.543071 0.765068 2.312744
H 3.586619 2.149625 2.101493
H 3.661170 0.896744 0.907598
H 0.366060 5.131372 -0.262060
H -2.224638 4.834737 -0.655841
H -5.141939 0.680833 -0.723156
H -4.155808 -0.166355 0.443907
H -3.886265 -0.383545 -1.323942
C -3.755940 -3.694699 1.798493
N -3.168829 -2.813095 0.738697
C -3.720071 -3.050870 -0.604598
C -2.289764 -1.949521 1.073995
O -1.739327 -1.047450 0.268494
H -4.813594 -3.448918 1.877884
H -3.248383 -3.523401 2.742890
H -3.631469 -4.725706 1.474954
H -3.523038 -4.091401 -0.862760
H -3.281465 -2.378146 -1.335139
H -4.799089 -2.905596 -0.554269
H -1.982193 -1.878286 2.114926

Forces on atoms 1 to 3 (eV/Å):
0.1 0.3 -0.2
0.2 0.1 0.2
0.1 0.0 -0.1

HOMO level (spin up / spin down) = -20.747 / -20.723 eV
Lowest unoccupied orbital energy (spin up / spin down) = -15.6 / -15.2 eV
Spin multiplicity = 3
Net charge = +4
Energy relative to the best compared isomer or geometry (same formula, charge and spin) = 58.2 kcal per mole
Orbital gap (spin up / spin down) = 5.15 / 5.51 eV

No. 4
Here is the molecule C2H3N5O at a distorted geometry from the Open Molecules 2025 dataset. Energies are from ωB97M-V/def2-TZVPD.

CARTESIAN COORDINATES (ANGSTROEM)
H 2.836297 2.104033 -0.650490
N 1.850969 2.298890 -0.608366
C 1.242482 1.195573 -0.615995
N -0.102852 1.141766 -0.383260
C -0.675786 0.116389 0.079596
N -2.109688 -0.015693 0.160015
N -2.329840 -1.241837 0.409989
N -1.208721 -1.995240 0.469343
O -0.106551 -1.047761 0.371799
H 1.738854 0.095732 -0.548739
H -1.135163 -2.651852 1.316109

Forces on atoms 1 to 3 (eV/Å):
0.6 0.1 -0.3
-0.2 -0.2 -0.2
1.3 -2.8 1.6

HOMO level = -9.719 eV
Lowest unoccupied orbital energy = -0.6 eV
Energy relative to the best compared isomer or geometry (same formula, charge and spin) = 104.0 kcal per mole
Orbital gap = 9.08 eV

No. 5
Here is a structure of composition C35H50N4O3SbSi3V at a distorted geometry from the Open Molecules 2025 dataset. Energies are from ωB97M-V/def2-TZVPD.

CARTESIAN COORDINATES (ANGSTROEM)
V 1.312408 -1.141677 1.111706
C -0.215651 -4.931407 2.141498
C 0.901256 -3.939020 2.103030
O 0.561393 -2.768035 1.641138
C 2.163843 -4.193845 2.534959
C 3.210816 -3.217824 2.532496
C 4.524624 -3.609829 3.139103
N 3.040884 -2.026516 2.021524
N 4.177301 -1.211735 2.099904
C 3.876394 -0.056868 1.612443
O 2.678876 0.218367 1.166542
C 4.893274 1.014487 1.508171
C 4.478371 2.334908 1.372376
C 5.419279 3.350007 1.283321
C 6.773106 3.049055 1.323442
C 7.187853 1.729885 1.458146
C 6.251480 0.713481 1.554010
H -1.025403 -4.529590 2.753179
H 0.107176 -5.885579 2.552411
H -0.612008 -5.083339 1.136257
H 2.389899 -5.171156 2.934030
H 4.454285 -4.591907 3.599590
H 4.839975 -2.871010 3.873734
H 5.298131 -3.620512 2.369683
H 3.420208 2.554999 1.341543
H 5.094118 4.378064 1.185199
H 7.507870 3.840829 1.250135
H 8.243898 1.494288 1.487958
H 6.560595 -0.317466 1.661863
C -1.832428 -2.379716 0.078451
Sb -2.131340 -0.243882 0.125013
C -0.247579 0.293298 1.188646
C 0.086496 1.737419 0.910461
C 0.977672 2.152837 -0.089531
C 1.275126 3.491445 -0.237246
C 0.690827 4.417577 0.620779
C -0.169885 3.934459 1.584715
N -0.469096 2.643317 1.726148
Si -0.771492 0.280965 3.064939
C -1.018631 -1.474636 3.733223
C -2.385695 1.118086 3.547430
C 0.694191 0.908805 4.058491
C -2.263224 0.157790 -2.085265
C -1.006397 0.270122 -2.897930
C -1.064580 0.607803 -4.261801
C 0.091708 0.724010 -5.002329
C 1.314904 0.511639 -4.379473
C 1.288638 0.173156 -3.043328
N 0.175200 0.037260 -2.318961
Si -3.320030 -1.242287 -2.873200
C -4.208517 -0.747374 -4.459963
C -2.190454 -2.648882 -3.390885
C -4.727637 -1.854744 -1.770876
Si -3.279070 1.793751 -2.100642
C -2.555163 3.071060 -0.953854
C -5.058062 1.473786 -1.596578
C -3.323612 2.658929 -3.772137
H -1.770403 -2.695952 1.119535
H -0.920620 -2.698982 -0.425219
H -2.686476 -2.860818 -0.385840
H 1.446927 1.415394 -0.711797
H 1.970833 3.808546 -1.005430
H 0.896881 5.476686 0.547307
H -0.650479 4.612784 2.283297
H -1.714863 -2.089061 3.156890
H -1.456159 -1.336918 4.727260
H -0.095323 -2.040755 3.859740
H -3.137349 1.034216 2.761581
H -2.232416 2.180226 3.730877
H -2.790199 0.646549 4.446612
H 1.554986 0.242407 3.931060
H 0.440621 0.895836 5.122804
H 1.005271 1.916101 3.788626
H -2.019389 0.789885 -4.727650
H 0.040455 0.985913 -6.051802
H 2.252955 0.604698 -4.908433
H 2.222988 0.006407 -2.513945
H -3.551848 -0.677994 -5.327501
H -4.771456 0.180966 -4.375371
H -4.934387 -1.540065 -4.669077
H -1.487727 -2.299989 -4.151237
H -2.791480 -3.443756 -3.842263
H -1.616018 -3.081608 -2.577333
H -5.670090 -1.442037 -2.135128
H -4.659336 -1.601712 -0.713686
H -4.796065 -2.943681 -1.844691
H -2.544411 2.780798 0.095030
H -3.164769 3.976446 -1.035833
H -1.532618 3.329417 -1.242000
H -5.137132 0.907456 -0.667963
H -5.625346 0.949860 -2.367196
H -5.541309 2.441493 -1.434505
H -2.333721 2.993818 -4.088053
H -3.938494 3.554050 -3.633400
H -3.764885 2.084604 -4.584907
O 1.792062 -2.520106 -1.619320
C 1.624667 -1.918167 -0.684729

Forces on atoms 1 to 3 (eV/Å):
-0.1 0.6 1.3
0.0 -0.1 0.1
-0.1 0.3 -0.1

HOMO level (spin up / spin down) = -7.277 / -7.426 eV
Lowest unoccupied orbital energy (spin up / spin down) = 0.0 / -0.6 eV
Spin multiplicity = 3
Energy relative to the best compared isomer or geometry (same formula, charge and spin) = 0.0 kcal per mole
Orbital gap (spin up / spin down) = 7.29 / 6.79 eV